No. 1
# C5H7N3OS

C5H7N3OS in the gas phase at a distorted geometry (the ωB97M-V functional and the def2-TZVPD basis, the OMol25 dataset).

The geometry in XYZ format:
```
17
Properties=species:S:1:pos:R:3:mulliken_charge:R:1
C -1.556 0.532 -1.272 -0.490
C -1.224 0.867 0.000 -0.545
C -0.513 -0.312 -1.918 -0.553
C 0.766 -0.089 -1.021 -0.960
C 0.125 0.270 0.363 1.089
N 1.085 1.176 0.949 -0.227
N 1.319 0.917 2.113 -0.450
N 0.760 -0.096 2.705 -0.087
O 0.496 -2.363 1.030 -0.554
S -0.206 -1.160 1.583 0.396
H -2.384 1.031 -1.747 0.435
H -1.704 1.500 0.797 0.346
H -0.788 -1.387 -1.825 0.276
H -0.394 0.031 -2.942 0.358
H 1.393 -1.050 -0.942 0.285
H 1.432 0.760 -1.183 0.377
H 1.394 -0.626 3.309 0.302
```

Calculated values
HOMO energy (Eh): -0.339
Relative energy (zero: lowest compared OMol25 entry of this formula, charge and spin) (kJ/mol): 355.57
Kohn-Sham gap (hartree): 0.3615
DFT total energy (eV): -22647.9778

---

No. 2
# C6H11BrClKO2

A molecular structure, C6H11BrClKO2 at a distorted geometry (the ωB97M-V functional and the def2-TZVPD basis, the OMol25 dataset).

The geometry in XYZ format:
```
22
Properties=species:S:1:pos:R:3:mulliken_charge:R:1
C -0.200 3.278 -0.874 -0.969
C 0.601 2.124 -1.473 -0.259
O -0.179 0.950 -1.679 -0.416
C -0.542 0.295 -0.482 -0.201
C -0.750 -1.176 -0.806 -0.548
O -0.789 -1.962 0.377 -0.441
C 0.475 -2.131 1.033 -1.085
C 0.836 -1.297 2.283 -0.207
Cl -0.705 -0.621 2.930 -0.201
Br 1.265 -2.909 3.640 -0.425
H -1.232 2.952 -0.702 0.298
H 0.189 3.596 0.098 0.285
H -0.232 4.153 -1.525 0.307
H 1.467 1.864 -0.849 0.319
H 0.986 2.354 -2.468 0.340
H -1.434 0.749 -0.032 0.189
H 0.254 0.359 0.278 0.302
H 0.089 -1.489 -1.443 0.339
H -1.686 -1.386 -1.326 0.269
H 1.266 -1.911 0.297 0.453
H 0.453 -3.155 1.217 0.660
K -0.132 -4.635 1.505 0.990
```

Calculated values
HOMO energy (Eh): -0.247
Kohn-Sham gap (hartree): 0.2107
DFT total energy (eV): -109380.9498

---

No. 3
# C28H25Cl48NOSi

13 unconnected molecules or ions with the total composition C28H25Cl48NOSi at a distorted geometry (the ωB97M-V functional and the def2-TZVPD basis, the OMol25 dataset).

The geometry in XYZ format:
```
104
Properties=species:S:1:pos:R:3:mulliken_charge:R:1
C -5.075 -5.233 1.948 -0.397
C -5.848 -4.143 2.440 -0.177
C -6.404 -2.853 3.330 -0.250
C -5.934 -1.438 2.646 -0.512
C -4.670 -0.698 3.425 -0.418
Si -3.076 -1.786 3.533 -0.071
N -2.796 -2.123 5.287 -0.259
C -1.510 -0.829 2.849 0.227
O -1.119 -1.246 1.493 -0.043
C -2.167 -0.974 0.498 0.229
C -2.971 0.466 0.472 -0.384
C -4.133 0.733 -0.653 0.497
C -4.878 2.209 -0.663 -0.472
C -4.590 -0.365 -1.783 -0.725
C -3.800 -1.814 -1.785 -0.576
C -2.595 -2.090 -0.671 0.092
C -1.707 -3.505 -0.622 0.685
C -2.139 -4.574 -1.798 -1.329
C -0.149 -3.032 -1.004 -0.885
H -4.330 -6.050 1.517 0.328
H -6.150 -2.929 4.470 0.174
H -7.586 -2.900 3.235 0.316
H -5.752 -1.582 1.498 0.237
H -6.857 -0.691 2.762 0.327
H -5.065 -0.345 4.493 0.453
H -4.466 0.305 2.827 0.167
H -3.150 -3.032 2.755 -0.108
H -3.273 -3.019 5.562 0.160
H -1.776 -2.140 5.522 0.184
H -1.601 0.336 2.998 -0.390
H -0.619 -1.170 3.567 0.187
H -2.624 1.261 1.292 0.114
H -4.756 2.656 0.415 0.236
H -4.316 2.903 -1.449 0.032
H -5.993 2.077 -1.005 0.271
H -5.436 -0.166 -2.569 0.252
H -4.032 -2.666 -2.569 0.180
H -1.772 -3.990 0.449 0.210
H -3.182 -5.082 -1.634 0.282
H -2.038 -4.026 -2.851 0.305
H -1.296 -5.420 -1.789 0.363
H -0.262 -2.094 -1.731 0.213
H 0.444 -2.684 -0.055 0.137
H 0.359 -3.888 -1.619 0.356
C 2.692 0.237 1.885 0.081
Cl 4.089 0.278 0.779 0.108
Cl 1.243 0.829 1.034 -0.071
Cl 2.417 -1.436 2.432 -0.120
Cl 3.019 1.277 3.294 -0.059
C 6.468 3.596 -0.569 0.165
Cl 4.871 4.383 -0.500 -0.004
Cl 7.148 3.489 1.074 -0.102
Cl 6.295 1.958 -1.248 0.050
Cl 7.558 4.555 -1.602 -0.093
C 6.133 -3.423 1.404 0.194
Cl 5.581 -2.837 2.993 -0.082
Cl 6.793 -2.060 0.465 0.023
Cl 7.400 -4.655 1.633 -0.039
Cl 4.759 -4.139 0.525 -0.090
C 7.975 -8.188 -0.057 0.316
Cl 9.166 -8.970 -1.126 -0.101
Cl 6.621 -9.306 0.244 -0.095
Cl 8.752 -7.767 1.490 -0.110
Cl 7.360 -6.707 -0.835 -0.029
C -6.285 6.296 0.188 0.230
Cl -7.025 7.098 1.597 -0.102
Cl -6.175 7.451 -1.163 -0.057
Cl -4.652 5.727 0.618 -0.068
Cl -7.289 4.906 -0.298 -0.029
C 2.636 6.669 -3.516 0.287
Cl 1.896 7.471 -2.108 -0.100
Cl 2.746 7.824 -4.868 -0.097
Cl 4.269 6.101 -3.087 -0.024
Cl 1.632 5.279 -4.003 -0.087
C 5.418 1.191 -5.379 0.157
Cl 5.322 2.838 -4.704 0.056
Cl 4.746 1.186 -7.029 -0.062
Cl 7.120 0.668 -5.429 -0.085
Cl 4.483 0.074 -4.353 -0.082
C -5.592 4.565 -3.994 0.323
Cl -4.401 3.782 -5.064 -0.097
Cl -6.946 3.446 -3.694 -0.093
Cl -4.815 4.986 -2.447 -0.061
Cl -6.207 6.045 -4.773 -0.098
C -4.859 -1.945 9.027 0.333
Cl -3.506 -0.960 8.414 -0.071
Cl -6.370 -1.004 8.931 -0.104
Cl -5.015 -3.420 8.041 -0.100
Cl -4.547 -2.394 10.723 -0.096
C 5.936 4.742 -9.403 0.302
Cl 6.828 4.400 -10.908 -0.096
Cl 6.188 6.443 -8.938 -0.096
Cl 4.198 4.449 -9.663 -0.102
Cl 6.531 3.676 -8.105 -0.011
C 0.583 4.391 4.099 0.145
Cl 1.654 3.862 5.420 -0.097
Cl 1.562 5.084 2.782 -0.033
Cl -0.337 2.995 3.484 0.051
Cl -0.548 5.625 4.710 -0.109
C 9.115 -2.607 -2.691 0.239
Cl 10.511 -2.565 -3.797 -0.109
Cl 7.666 -2.015 -3.543 -0.018
Cl 8.840 -4.280 -2.144 0.001
Cl 9.442 -1.567 -1.282 -0.100
```

Calculated values
HOMO energy (Eh): -0.290
Relative energy (zero: lowest compared OMol25 entry of this formula, charge and spin) (kJ/mol): 1381.25
Kohn-Sham gap (hartree): 0.2860
DFT total energy (eV): -641914.0774

---

Please write out number 1 again, unchanged.
# C5H7N3OS

C5H7N3OS in the gas phase at a distorted geometry (the ωB97M-V functional and the def2-TZVPD basis, the OMol25 dataset).

The geometry in XYZ format:
```
17
Properties=species:S:1:pos:R:3:mulliken_charge:R:1
C -1.556 0.532 -1.272 -0.490
C -1.224 0.867 0.000 -0.545
C -0.513 -0.312 -1.918 -0.553
C 0.766 -0.089 -1.021 -0.960
C 0.125 0.270 0.363 1.089
N 1.085 1.176 0.949 -0.227
N 1.319 0.917 2.113 -0.450
N 0.760 -0.096 2.705 -0.087
O 0.496 -2.363 1.030 -0.554
S -0.206 -1.160 1.583 0.396
H -2.384 1.031 -1.747 0.435
H -1.704 1.500 0.797 0.346
H -0.788 -1.387 -1.825 0.276
H -0.394 0.031 -2.942 0.358
H 1.393 -1.050 -0.942 0.285
H 1.432 0.760 -1.183 0.377
H 1.394 -0.626 3.309 0.302
```

Calculated values
HOMO energy (Eh): -0.339
Relative energy (zero: lowest compared OMol25 entry of this formula, charge and spin) (kJ/mol): 355.57
Kohn-Sham gap (hartree): 0.3615
DFT total energy (eV): -22647.9778

---

- Which value of DFT total energy does entry 3 give?
  -641914.0774 eV

---

- Look up the DFT total energy of the third one.
  -641914.0774 eV